119
Properties=species:S:1:pos:R:3 method="wB97M-V/def2-TZVPD" de_lowest_kj_mol=140.0 e_homo_ev=-3.5 e_tot_ha=-4266.121264 total_charge=-2 gap_ev=6.89
Cs 1.85421 -0.05856 -0.63769
O 5.70435 0.14700 1.52526
C 4.52317 0.01752 1.16236
O 3.80981 0.83230 0.53144
C 3.86254 -1.35209 1.49037
C 4.67571 -2.47876 1.50130
C 4.09219 -3.71694 1.71542
C 2.72633 -3.78885 1.92349
C 1.97715 -2.61476 1.89823
N 2.53452 -1.42052 1.69326
C 0.44676 -2.68143 2.03744
O 0.00969 -3.48145 2.88718
O -0.19829 -1.95835 1.23868
H 5.73720 -2.34741 1.34550
H 4.69788 -4.61731 1.72123
H 2.21455 -4.72309 2.11175
C -4.82895 7.04629 1.28025
C -4.39941 5.88413 2.19025
C -4.93751 6.12125 3.61198
C -4.97467 4.57949 1.65388
C -6.35131 4.40341 1.51895
C -6.88562 3.21639 1.05079
C -6.04176 2.17185 0.68861
C -4.66725 2.30370 0.79383
P -3.42216 1.01428 0.35291
C -4.52662 -0.42525 0.09231
C -4.64624 -1.30388 1.16705
C -5.51364 -2.38455 1.10406
C -6.26618 -2.60316 -0.03995
C -6.13797 -1.74654 -1.12564
C -5.26984 -0.66726 -1.06186
C -3.07647 1.49201 -1.38284
C -2.41566 0.54392 -2.16361
C -2.11153 0.80976 -3.48771
C -2.41921 2.04749 -4.03951
C -3.04614 3.00776 -3.26004
C -3.38241 2.72962 -1.94168
C -4.16608 3.51221 1.29307
O -2.81032 3.56313 1.37409
C -2.18474 4.67163 1.86916
C -0.79651 4.54020 1.98359
C -0.08819 5.63066 2.45708
C -0.74613 6.80655 2.80809
C -2.12283 6.88623 2.70753
C -2.87877 5.80917 2.24266
P -0.09131 2.89960 1.53631
C -0.74045 1.96099 2.98316
C -1.12460 2.51044 4.20465
C -1.60884 1.69561 5.21793
C -1.69529 0.32072 5.03010
C -1.30439 -0.24111 3.82364
C -0.84601 0.58363 2.80392
C 1.67148 3.07305 2.01785
C 2.51536 3.97750 1.36885
C 3.85846 4.06126 1.70099
C 4.38945 3.24642 2.68734
C 3.56390 2.34485 3.33752
C 2.22098 2.25617 3.00639
H -5.91680 7.12131 1.23313
H -4.45025 6.89736 0.26840
H -4.44003 7.99464 1.65456
H -6.02700 6.18871 3.60824
H -4.53947 7.04927 4.02578
H -4.64583 5.30053 4.26828
H -7.01675 5.21448 1.79158
H -7.95858 3.10159 0.96102
H -6.46173 1.24564 0.31758
H -4.03677 -1.14675 2.05047
H -5.58013 -3.06981 1.93877
H -6.93380 -3.45445 -0.09548
H -6.71048 -1.92368 -2.02867
H -5.16389 -0.00913 -1.91592
H -2.15415 -0.42414 -1.74960
H -1.62944 0.04184 -4.07550
H -2.16488 2.26609 -5.07000
H -3.28006 3.97889 -3.67949
H -3.88525 3.48578 -1.35144
H 0.98517 5.55741 2.57230
H -0.17931 7.65371 3.17406
H -2.62696 7.79832 3.00607
H -1.03918 3.57800 4.37485
H -1.90702 2.13504 6.16358
H -2.06016 -0.31352 5.82996
H -1.33521 -1.31218 3.65616
H -0.55325 0.11451 1.87236
H 2.12125 4.61554 0.58926
H 4.49716 4.75151 1.16255
H 5.44502 3.28308 2.92212
H 3.97466 1.66960 4.07745
H 1.61187 1.51124 3.49990
I -3.90848 -5.55663 0.40639
C -2.76192 -4.29798 -0.75407
C -1.41267 -4.05029 -0.62174
N -1.10234 -3.18341 -1.59336
N -2.16236 -2.81912 -2.33060
C -3.18206 -3.49864 -1.82936
H -0.69107 -4.40810 0.09156
H -0.20861 -2.72785 -1.78840
H -4.17095 -3.39494 -2.24590
N 0.23917 3.09118 -1.93266
C 0.27794 3.72738 -0.94682
H 0.04304 2.16782 -2.31288
F 1.66751 2.88871 -6.69326
C 0.83711 1.83688 -6.60403
C 1.13756 0.77853 -5.83818
N 0.33607 -0.33257 -5.76106
C 0.67514 -1.39350 -4.81327
C 0.90560 -0.89860 -3.36124
O 1.17888 -1.82804 -2.56189
O 0.83301 0.33347 -3.14978
C -0.85549 -0.39600 -6.44918
O -1.60534 -1.34995 -6.44080
N -1.14468 0.73481 -7.19828
C -0.39045 1.88968 -7.36837
O -0.76589 2.79338 -8.08912
H 2.04220 0.75534 -5.25066
H 1.58495 -1.89924 -5.14158
H -0.14005 -2.11230 -4.81744
H -2.02485 0.70083 -7.69052